## a
56
Properties=species:S:1:pos:R:3:mulliken_charge:R:1 method="wB97M-V/def2-TZVPD" charge=0 gap_ev=7.78
C -6.25 -2.73 1.53 -1.5216
C -5.79 -1.85 0.38 0.5605
C -6.98 -1.24 -0.37 -1.3036
O -4.99 -0.83 0.96 -0.4278
C -4.16 -0.07 0.20 0.7228
C -3.90 -0.26 -1.15 -0.2151
C -3.02 0.59 -1.81 -1.1554
C -2.38 1.61 -1.14 -0.1068
C -2.63 1.80 0.21 0.0256
C -2.02 2.94 0.96 -0.0653
O -2.68 3.70 1.64 -0.6791
N -0.69 3.15 0.79 -0.0417
C 0.28 2.32 0.20 -0.2547
C 1.34 2.90 -0.50 -0.8598
C 2.31 2.13 -1.08 -0.5972
C 2.29 0.73 -0.97 1.2710
N 3.27 -0.03 -1.61 -0.0027
C 4.64 0.43 -1.65 -0.8557
C 5.55 -0.49 -0.81 -0.8583
N 4.79 -1.18 0.22 0.0683
S 4.32 -0.18 1.49 1.1780
C 5.58 -0.65 2.71 -1.1324
O 3.05 -0.61 2.00 -0.6362
O 4.51 1.20 1.17 -0.5906
C 3.78 -2.06 -0.32 -0.7900
C 3.19 -1.47 -1.62 -0.9567
C 1.22 0.16 -0.28 -0.1173
C 0.24 0.94 0.30 -0.5990
C -3.53 0.98 0.87 -0.3168
H -5.39 -3.15 2.05 0.3670
H -6.87 -3.55 1.15 0.4180
H -6.83 -2.14 2.24 0.3467
H -5.18 -2.45 -0.31 0.2664
H -7.58 -2.03 -0.81 0.3942
H -7.60 -0.68 0.33 0.3362
H -6.65 -0.57 -1.15 0.3781
H -4.37 -1.06 -1.71 0.3498
H -2.83 0.43 -2.86 0.3979
H -1.71 2.27 -1.67 0.4560
H -0.35 4.02 1.18 0.2663
H 1.39 3.98 -0.59 0.4046
H 3.10 2.62 -1.63 0.4199
H 4.99 0.44 -2.70 0.3967
H 4.70 1.44 -1.25 0.4316
H 6.32 0.10 -0.31 0.3599
H 6.03 -1.26 -1.42 0.3800
H 5.41 -0.07 3.61 0.4066
H 5.46 -1.71 2.91 0.3366
H 6.55 -0.43 2.29 0.3311
H 3.01 -2.16 0.45 0.4549
H 4.23 -3.04 -0.51 0.3838
H 3.77 -1.81 -2.48 0.4160
H 2.16 -1.79 -1.77 0.4143
H 1.15 -0.91 -0.14 0.2114
H -0.55 0.46 0.86 0.4766
H -3.74 1.13 1.92 0.4574

---

## b
56
Properties=species:S:1:pos:R:3:mulliken_charge:R:1 method="wB97M-V/def2-TZVPD" charge=0 gap_ev=9.00
C -4.70 0.26 2.61 -0.7290
C -5.86 -0.18 1.72 -0.6473
N -5.73 0.19 0.34 0.1791
C -6.16 1.48 -0.15 -0.5364
C -5.23 2.64 0.20 -1.0354
S -5.03 -0.88 -0.71 1.3483
O -5.25 -2.20 -0.20 -0.7409
O -5.49 -0.56 -2.04 -0.7469
C -3.28 -0.52 -0.63 0.0559
C -2.47 -1.26 0.21 -0.9477
C -1.13 -0.95 0.31 -0.5162
C -0.59 0.09 -0.45 0.5798
N 0.77 0.36 -0.29 -0.0257
C 1.56 1.14 -1.06 0.4838
O 1.17 1.80 -2.00 -0.6601
C 3.03 1.20 -0.65 -0.7711
C 3.66 -0.05 -0.02 -0.1509
N 3.38 -1.25 -0.79 0.0782
C 2.55 -2.22 -0.34 0.8523
C 2.49 -3.44 -1.23 -1.4809
O 1.90 -2.09 0.68 -0.6992
C 5.15 0.14 0.14 0.2511
C 5.97 0.24 -0.98 -0.3148
C 7.33 0.41 -0.84 -0.8269
C 7.90 0.48 0.42 -0.4021
C 7.09 0.39 1.54 -0.6757
C 5.72 0.21 1.40 -0.3009
C -1.41 0.82 -1.31 -0.6460
C -2.76 0.50 -1.40 -0.6574
H -4.82 -0.17 3.60 0.3891
H -4.66 1.34 2.71 0.2280
H -3.75 -0.08 2.20 0.1000
H -5.93 -1.27 1.73 0.3404
H -6.80 0.23 2.11 0.3399
H -7.17 1.69 0.24 0.3525
H -6.22 1.37 -1.23 0.3122
H -5.30 2.89 1.26 0.3014
H -5.51 3.51 -0.37 0.3865
H -4.20 2.38 -0.03 0.2591
H -2.91 -2.07 0.77 0.5324
H -0.48 -1.53 0.95 0.4693
H 1.21 -0.25 0.40 0.0714
H 3.13 2.03 0.06 0.3229
H 3.59 1.48 -1.55 0.3124
H 3.22 -0.23 0.98 0.5581
H 3.90 -1.39 -1.64 0.2738
H 3.48 -3.86 -1.37 0.3844
H 2.08 -3.17 -2.20 0.3441
H 1.85 -4.19 -0.77 0.3802
H 5.54 0.19 -1.98 0.3326
H 7.96 0.48 -1.72 0.3790
H 8.96 0.62 0.53 0.3848
H 7.52 0.45 2.53 0.4013
H 5.10 0.13 2.27 0.4165
H -0.99 1.61 -1.91 0.5306
H -3.41 1.03 -2.08 0.5800

---

Least stable structure: a

---

## a
19
Properties=species:S:1:pos:R:3:mulliken_charge:R:1 method="wB97M-V/def2-TZVPD" charge=0 gap_ev=8.65
C -2.50 2.15 -1.32 -1.0682
C -1.45 1.52 -0.36 0.4910
O -1.15 2.06 0.63 -0.4736
N -0.67 0.50 -0.96 -0.2934
C 0.21 -0.27 -0.29 0.5223
C 1.26 -0.98 -0.92 -0.1592
C 2.12 -1.76 -0.29 -0.5419
C 1.91 -2.05 1.11 -0.2072
C 0.86 -1.52 1.80 -0.7588
C 0.03 -0.54 1.10 -0.1764
H -2.65 1.44 -2.14 0.3395
H -3.27 2.50 -0.62 0.3580
H -1.93 3.07 -1.64 0.2522
H -0.01 0.92 -1.85 0.3263
H 1.40 -0.65 -2.02 0.0799
H 3.11 -2.39 -0.84 0.1489
H 2.65 -2.65 1.44 0.4674
H 0.62 -1.55 2.96 0.2061
H -0.76 -0.02 1.48 0.4870

---

## b
19
Properties=species:S:1:pos:R:3:mulliken_charge:R:1 method="wB97M-V/def2-TZVPD" charge=0 gap_ev=7.07
C -0.44 -3.47 -1.59 0.5537
C -0.76 1.52 -0.90 -0.2984
C -0.54 0.19 -0.92 -0.6001
C -0.31 2.22 0.33 -0.7730
C 1.05 1.64 0.73 -0.6134
C 0.69 0.26 1.30 -0.5288
C -0.57 -3.58 -0.18 -0.4967
C -0.03 -0.48 0.19 0.6326
N -0.41 -3.77 -2.70 -0.4452
O -0.10 -1.79 0.36 -0.4704
H -1.22 2.10 -1.75 0.3694
H -0.85 -0.30 -1.79 0.4822
H -0.37 3.25 0.22 0.4222
H -1.30 2.06 0.98 0.2637
H 1.67 1.47 -0.17 0.3446
H 1.56 2.23 1.54 0.3148
H 1.65 -0.20 1.68 0.3070
H 0.03 0.41 2.14 0.3219
H 0.25 -3.75 0.52 0.2138

---

## c
19
Properties=species:S:1:pos:R:3:mulliken_charge:R:1 method="wB97M-V/def2-TZVPD" charge=0 gap_ev=9.28
C 2.40 1.35 -0.02 -1.2142
C 2.26 -0.10 0.00 0.7812
O 3.24 -0.84 -0.02 -0.6523
N 1.06 -0.74 0.02 -0.2051
C -0.24 -0.35 0.02 1.1181
C -0.71 1.10 -0.02 -0.2669
C -2.08 1.30 0.04 -0.3343
C -3.06 0.26 -0.01 -1.1919
C -2.57 -0.99 -0.02 -0.4138
C -1.22 -1.24 -0.02 -0.2777
H 3.54 1.53 0.07 0.2810
H 1.89 1.66 -0.79 0.4397
H 1.83 1.87 0.95 0.2750
H 1.16 -1.91 0.16 0.2794
H 0.00 2.09 -0.20 0.0204
H -2.44 2.37 0.04 0.2583
H -3.87 0.50 -0.08 0.8324
H -3.32 -1.77 0.18 0.2820
H -0.83 -2.41 -0.11 -0.0112

---

Least stable structure: b

---

## a
15
Properties=species:S:1:pos:R:3:mulliken_charge:R:1 method="wB97M-V/def2-TZVPD" charge=0 gap_ev=9.33
C -1.31 2.26 -0.82 -0.9897
C -0.47 1.02 -0.39 0.4176
C 0.12 1.00 0.81 -0.4996
S 1.16 -0.59 1.35 -0.1667
C -0.12 -1.13 0.00 -0.2899
C -0.34 -1.85 -1.23 -0.6076
C -0.12 -0.33 -1.10 0.1799
H -2.57 2.26 -0.55 0.1926
H -1.22 2.60 -2.00 0.2414
H -0.95 3.11 -0.18 0.3236
H 0.34 1.92 1.43 0.3101
H -0.96 -1.42 0.78 0.2189
H 0.40 -2.19 -1.97 0.2290
H -1.14 -2.45 -1.15 0.3455
H 0.96 -0.18 -1.48 0.0950

---

## b
15
Properties=species:S:1:pos:R:3:mulliken_charge:R:1 method="wB97M-V/def2-TZVPD" charge=0 gap_ev=8.95
C 1.64 0.96 0.24 -1.4300
C 0.15 0.45 0.37 0.3544
C -0.32 -0.80 -0.43 -0.3858
C -1.47 -1.49 -0.05 -0.6169
C -2.58 -0.84 0.30 -0.2392
S -2.61 0.86 0.05 -0.1958
C -0.90 0.94 -0.64 -0.4405
H 1.69 1.55 1.08 0.3957
H 1.95 1.33 -0.73 0.3611
H 2.26 0.08 0.37 0.3272
H -0.01 0.33 1.44 0.3386
H 0.31 -1.22 -1.14 0.4498
H -1.38 -2.51 0.13 0.4112
H -3.46 -1.34 0.82 0.2910
H -0.49 1.60 -1.43 0.3792

---

Least stable structure: a

---

## a
7
Properties=species:S:1:pos:R:3:mulliken_charge:R:1 method="wB97M-V/def2-TZVPD" charge=0 gap_ev=10.50
O 0.63 -0.12 -1.69 -0.4990
N -0.19 0.12 -0.84 0.7965
O -1.34 0.56 -1.10 -0.4476
C 0.29 -0.18 0.52 -0.0759
Cl -0.67 -1.53 1.11 -0.0679
Cl -0.05 1.43 1.67 -0.1503
H 1.32 -0.27 0.33 0.4442

---

## b
7
Properties=species:S:1:pos:R:3:mulliken_charge:R:1 method="wB97M-V/def2-TZVPD" charge=0 gap_ev="8.58 / 8.61"
O 0.74 0.19 1.69 -0.5080
N 0.33 0.22 0.50 0.5003
O 0.16 1.35 -0.64 -0.5011
C -0.29 -0.91 -0.23 0.3281
Cl -0.87 -0.82 -1.84 -0.0703
Cl -0.09 -2.30 0.59 -0.1033
H 0.02 2.28 -0.07 0.3542

---

Least stable structure: b

---

## a
24
Properties=species:S:1:pos:R:3:mulliken_charge:R:1 method="wB97M-V/def2-TZVPD" charge=0 gap_ev=9.83
C 1.64 -0.51 0.40 1.2638
C 1.83 0.25 -0.90 -1.2322
C 2.48 0.01 1.54 -1.4718
C -0.70 0.51 2.08 -0.4447
O 1.24 -1.68 0.41 -0.6699
N -0.23 0.41 0.92 -0.1076
H -0.89 0.09 0.19 0.0316
H 1.71 1.32 -0.74 0.3087
H 2.83 0.05 -1.27 0.4103
H 3.53 -0.15 1.30 0.4215
H 2.31 1.07 1.69 0.3284
H 2.26 -0.54 2.46 0.3269
H 1.11 -0.10 -1.64 0.2762
H -0.06 0.85 2.88 0.2620
H -1.73 0.25 2.35 0.2577
C -2.28 -0.77 -1.65 -0.7447
C -2.22 0.51 -1.38 0.2794
C -2.30 1.80 -1.26 -0.6434
H -0.25 -2.60 -0.48 -0.0958
H -0.91 -2.88 -0.88 0.1209
H -2.95 -1.43 -1.12 0.2701
H -1.76 -1.20 -2.49 0.2893
H -1.65 2.34 -0.59 0.2945
H -3.02 2.38 -1.81 0.2688

---

## b
24
Properties=species:S:1:pos:R:3:mulliken_charge:R:1 method="wB97M-V/def2-TZVPD" charge=0 gap_ev=8.38
C -0.25 0.34 0.47 1.1745
C 0.85 -0.23 -0.27 -0.0986
C 1.08 1.20 -1.53 -0.8623
C -1.62 0.52 -0.14 -1.7351
C 0.68 -1.50 -1.07 -1.4368
N 1.58 2.41 -0.99 -0.5782
C -0.34 -1.11 1.81 -0.3977
C -1.25 -2.09 1.82 -0.6819
O 0.12 1.44 1.25 -0.5626
H -0.63 1.67 1.83 0.3678
H 1.79 -0.19 0.29 0.3811
H 0.84 3.02 -0.66 0.3163
H 2.17 2.23 -0.18 0.2930
H 1.82 0.73 -2.19 0.3740
H 0.17 1.35 -2.11 0.3532
H 0.31 -0.99 2.68 0.3035
H -1.81 -0.18 -0.95 0.3044
H -2.38 0.35 0.63 0.4968
H -1.75 1.54 -0.51 0.3995
H -0.25 -1.50 -1.65 0.2437
H 0.67 -2.37 -0.41 0.3934
H 1.51 -1.63 -1.76 0.4357
H -1.91 -2.27 0.98 0.2298
H -1.40 -2.76 2.67 0.2865

---

Least stable structure: a

---

## a
14
Properties=species:S:1:pos:R:3:mulliken_charge:R:1 method="wB97M-V/def2-TZVPD" charge=0 gap_ev=9.65
C 2.57 0.01 0.09 -0.8841
C -0.27 1.04 0.19 -0.7479
C -1.67 0.50 -0.25 -0.4505
H 2.89 1.04 -0.05 0.3169
H 2.73 -0.02 1.11 0.3381
H 3.23 -0.79 -0.57 0.2290
H 0.08 1.60 1.13 0.3369
H 0.18 1.88 -0.48 0.3146
H -2.27 1.41 -0.29 0.3695
H -1.08 0.44 -1.51 0.2638
H -1.62 -0.67 1.34 0.3308
H -1.69 -1.45 -0.03 0.3692
N -2.37 -0.67 0.20 -0.6870
S 0.65 -0.50 -0.14 -0.0992

---

## b
14
Properties=species:S:1:pos:R:3:mulliken_charge:R:1 method="wB97M-V/def2-TZVPD" charge=0 gap_ev=9.07
C -1.73 0.05 0.23 -1.0619
C 1.54 -0.84 0.54 -0.7647
C -0.73 -0.27 -0.84 -0.5563
N 1.17 1.81 0.11 -0.6145
S 1.12 0.52 -0.77 0.2970
H -2.80 -0.10 -0.02 0.3278
H -1.56 -0.57 1.04 0.3202
H -1.56 1.04 0.66 0.3388
H 2.69 -0.99 0.64 0.2998
H 0.96 -1.71 0.19 0.2754
H 1.17 -0.46 1.47 0.2730
H -1.09 0.14 -1.92 0.3164
H -0.45 -1.35 -0.92 0.3295
H 1.26 2.73 -0.41 0.2196

---

## c
14
Properties=species:S:1:pos:R:3:mulliken_charge:R:1 method="wB97M-V/def2-TZVPD" charge=0 gap_ev=9.43
C -1.94 -3.06 1.29 -0.2375
N -0.82 -2.81 1.81 -0.4656
H -1.96 -3.73 0.44 0.2471
H -2.90 -2.78 1.72 0.2245
H -0.87 -2.22 2.64 0.2370
C 0.71 2.84 -0.28 -0.7991
S 0.61 1.07 0.08 -0.0559
C 1.21 0.39 -1.48 -0.8285
H -0.17 3.30 0.18 0.2819
H 1.55 3.29 0.25 0.2647
H 0.69 3.08 -1.33 0.2679
H 2.26 0.61 -1.63 0.2846
H 0.55 0.70 -2.29 0.2858
H 1.07 -0.70 -1.42 0.2930

---

Least stable structure: a